DFT (ωB97M-V with the def2-TZVPD basis set) results for a molecular structure, C34H23AsN13O7S4ScSe.

Its HOMO energy is -5.46 eV.

Each line ends with the Mulliken charge.
Atoms and positions in Å:
H1 -0.156 -6.989 -2.518  0.4180
H2 1.685 -5.714 1.155  0.5794
C1 1.015 -5.551 0.317  -0.2271
C2 -0.590 -4.117 -0.787  0.5153
Se1 -7.006 3.966 1.846  0.2416
N1 1.954 2.435 0.064  0.5073
C3 -3.350 3.910 0.407  0.5221
H3 4.951 0.673 -2.309  0.4767
O1 -2.216 -2.521 -2.471  -0.7309
N2 0.685 -1.221 -3.299  -0.0148
H4 3.555 -3.874 0.072  0.4305
H5 -0.243 -1.054 -2.942  -0.1880
H6 5.275 -1.352 3.229  0.3281
O2 0.795 -3.740 2.795  -0.7473
C4 3.394 -0.835 2.327  0.7634
C5 4.554 -1.553 2.451  -1.1997
C6 -2.377 2.931 0.621  -0.2066
N3 -1.120 3.063 0.179  0.6019
H7 -5.127 0.184 3.141  0.5484
N4 -6.132 2.493 2.339  -0.8886
C7 3.404 -3.241 0.949  -0.2028
H8 -0.233 1.802 2.424  -0.2740
N5 1.658 0.325 -1.785  0.8533
S1 3.290 -0.717 -3.476  -0.2958
C8 -1.998 -0.396 2.017  -0.7424
C9 2.196 -2.331 0.759  1.3855
O3 -1.491 1.361 -1.629  -0.0921
C10 3.085 1.801 -0.439  -0.3712
S2 4.018 3.512 1.158  -0.2670
H9 -3.319 -1.562 3.225  0.5452
N6 -1.102 1.099 -2.840  -0.1079
H10 -3.156 -2.299 -2.502  0.3088
H11 -1.213 -1.141 2.004  0.5346
O4 1.967 -2.213 -0.631  -0.4955
O5 3.640 -3.873 2.179  -0.4772
N7 0.550 1.621 3.033  -0.3957
Sc1 -0.058 0.595 -0.297  -0.5633
C11 -4.943 2.558 1.806  0.7486
H12 5.255 1.858 -0.174  0.4767
C12 -2.813 2.633 -3.505  0.1169
C13 4.579 -2.817 1.733  -0.6731
N8 1.250 -0.116 1.552  1.6536
C14 -3.021 5.016 -0.371  -0.6119
H13 -3.774 5.766 -0.572  0.5140
C15 -0.028 -6.249 -1.739  -0.6764
S3 0.548 -3.090 1.488  0.5091
C16 -2.706 1.684 1.328  -0.7462
C17 0.843 -6.495 -0.684  -0.8154
C18 -3.936 1.512 1.950  0.8714
C19 -4.664 3.732 1.013  0.8081
C20 -0.830 4.115 -0.579  -0.1426
S4 2.952 0.492 3.392  -0.3858
C21 1.707 -0.510 -2.808  0.1273
H14 1.809 5.074 1.893  0.2499
C22 -3.185 -0.624 2.708  -1.0884
O6 -2.967 -2.468 0.227  -0.8180
N9 1.470 4.162 1.636  -0.3103
H15 -1.445 -4.882 -2.602  0.5253
N10 -0.988 1.285 -6.215  -0.5023
C23 -1.732 1.729 -3.784  0.7994
As1 -1.697 -2.540 -0.780  1.1231
N11 -1.763 0.720 1.335  1.0460
C24 -1.320 1.482 -5.133  -0.2754
C25 0.304 -4.360 0.253  -0.4396
O7 -0.684 -1.174 -0.744  1.4691
C26 2.332 -1.042 1.430  -2.5137
H16 1.860 -3.096 -1.007  0.4156
C27 1.440 0.681 2.556  -0.0718
H17 5.532 -3.255 1.454  0.6318
H18 0.498 4.120 1.378  0.1873
C28 4.270 2.228 0.049  -0.5325
N12 -3.666 3.363 -3.259  -0.5595
H19 0.185 4.154 -0.961  0.4458
C29 -4.171 0.328 2.657  -0.7894
N13 -5.628 4.604 0.911  -0.8697
H20 0.977 2.473 3.364  0.4406
C30 2.926 0.815 -1.503  -0.7261
C31 3.915 0.384 -2.310  -0.2479
H21 -1.459 5.934 -1.526  0.4425
C32 -1.747 5.111 -0.888  -1.2186
C33 2.317 3.368 0.909  0.3431
H22 1.394 -7.426 -0.645  0.4165
H23 0.771 -1.647 -4.204  0.2594
C34 -0.752 -5.066 -1.792  -0.6787

DFT (ωB97M-V with the def2-TZVPD basis set) results for 2 unconnected molecules or ions with the total composition C43H55NO2Si.

Its HOMO energy is -5.13 eV.

Each line ends with the Mulliken charge.
Atoms and positions in Å:
H1 -2.014 -1.945 1.887  0.3780
H2 -2.557 -0.770 -3.559  0.0551
C1 0.747 -3.674 2.076  -0.9748
C2 -3.887 1.476 -4.250  -1.3297
H3 0.633 2.650 -3.096  -0.0430
H4 -1.146 -4.598 1.448  0.4962
C3 -0.775 -3.725 1.998  -0.7067
H5 -2.721 1.309 -7.686  0.3294
C4 0.033 -0.444 0.578  -0.0685
C5 1.963 -0.129 3.300  0.2056
H6 3.335 -1.428 7.515  0.5275
H7 -0.640 2.258 -8.555  0.2833
C6 -1.189 -2.793 5.875  -0.8278
C7 -0.044 -2.761 5.075  -0.2375
C8 3.593 1.443 2.458  -0.9521
H8 1.128 0.073 -3.104  0.1419
H9 -2.774 -1.685 -5.075  0.3881
H10 1.919 2.734 5.146  0.4373
H11 0.709 -3.552 5.155  0.2516
H12 1.164 -4.177 2.954  0.1887
H13 -5.359 2.673 0.130  0.3702
H14 2.177 -0.566 -4.396  0.3655
H15 -0.059 1.598 -1.215  0.2175
H16 5.853 -1.932 5.566  0.3596
C9 2.233 2.031 4.369  -0.8421
C10 1.606 0.782 4.293  -0.4828
C11 3.416 -4.139 5.925  -1.1549
H17 -3.200 1.593 -3.408  -0.0310
C12 -2.199 -1.850 5.682  -0.8409
H18 1.545 3.685 -4.221  0.3275
H19 2.971 2.755 -5.928  0.4271
C13 -4.176 4.132 -0.939  -0.3800
C14 0.488 1.867 -6.755  -0.1980
C15 1.437 -1.571 3.375  2.1390
H20 3.730 3.333 3.505  0.4176
H21 -0.934 3.707 -1.909  0.1593
H22 -2.037 -0.410 0.014  0.4767
C16 -2.131 2.164 -0.965  0.7909
H23 2.986 -0.174 6.301  0.2953
H24 -4.195 -1.233 -4.099  0.4804
O1 -0.928 0.974 -3.561  -0.2383
C17 -1.855 1.350 -7.024  -0.3443
C18 0.473 1.439 -5.439  -0.4184
H25 -3.637 0.886 -0.028  0.3150
C19 5.159 -1.920 4.712  -1.0948
H26 -5.280 -0.242 -5.906  0.4446
C20 2.967 0.193 2.384  -0.4824
C21 3.000 1.787 -5.421  -2.3343
H27 2.425 -4.413 6.302  0.3213
H28 5.169 -0.915 4.271  0.2626
C22 1.575 2.753 -3.643  -1.4110
H29 2.409 2.802 -2.937  0.4493
H30 3.698 -4.858 5.148  0.3375
C23 0.132 -1.708 4.180  0.1137
C24 -1.204 -2.422 1.312  -0.9562
C25 -1.075 0.091 -0.090  -0.4334
H31 2.051 -2.079 1.337  1.0632
C26 -3.427 1.886 -0.423  -0.1196
C27 -0.883 -0.765 3.979  -0.1716
C28 -2.073 -0.855 4.706  -1.0653
H32 0.854 0.507 5.031  0.5348
H33 -3.090 -1.874 6.309  0.4249
H34 2.870 0.464 -3.119  0.4906
C29 1.986 0.294 -3.744  -1.7110
C30 1.748 1.554 -4.573  2.8086
C31 -3.339 0.407 -5.195  2.7318
C32 -0.667 1.869 -7.535  -1.6184
C33 3.232 2.361 3.452  -0.6314
H35 -3.983 -0.523 -7.079  0.4499
C34 -1.923 3.463 -1.511  0.0352
O2 2.464 -2.387 3.925  -0.4120
H36 -3.970 2.441 -4.766  0.3232
H37 3.883 1.779 -4.772  0.4410
H38 3.286 -0.542 1.640  0.3604
H39 1.417 2.213 -7.215  0.3006
C35 -2.943 4.408 -1.545  -0.7304
H40 -2.763 5.369 -2.032  0.4090
C36 -4.406 2.876 -0.367  -0.8602
C37 -4.358 0.182 -6.326  -2.2793
C38 -3.201 -0.908 -4.431  -1.6628
H41 -4.949 4.899 -0.915  0.3911
Si1 3.458 -2.396 5.274  0.3484
C39 -0.813 1.067 -4.820  0.5327
N1 -0.016 -1.570 1.297  0.4388
C40 2.809 -1.223 6.570  -0.9214
H42 -1.191 -3.759 3.012  0.1246
H43 -2.874 -0.137 4.509  0.4722
H44 5.528 -2.629 3.958  0.3026
H45 1.179 -4.161 1.194  0.5824
H46 0.990 0.087 0.529  0.3648
H47 3.122 0.993 -6.167  0.4462
H48 -4.632 1.115 -6.831  0.4013
C41 1.149 -2.184 1.966  -1.3849
H49 -1.571 -2.627 0.292  0.7194
H50 4.129 -4.233 6.754  0.4041
C42 -1.029 1.243 -0.872  -0.1501
H51 -4.873 1.182 -3.869  0.4642
H52 -1.260 -3.570 6.640  0.4501
C43 -1.967 0.898 -5.723  -0.4499
H53 1.732 -1.359 6.742  0.2441
H54 4.372 1.676 1.729  0.4694
H55 -0.717 0.050 3.266  0.6684

DFT (ωB97M-V with the def2-TZVPD basis set) results for a gas-phase ion, C3H8N4 (charge +2).

As for the SMILES: C=[NH+]CNC=[N+]=N. The calculation puts the energy above the lowest of the compared OMol25 structures with the same formula, charge and spin at 307.97 kJ/mol. Its HOMO energy is -19.29 eV. As for the total charge: +2.

Each line ends with the Mulliken charge.
Atoms and positions in Å:
C1 0.684 0.146 1.554  0.0369
H1 0.933 -0.100 2.575  0.4306
H2 -0.430 0.489 -2.067  0.3275
C2 -0.902 0.886 -0.036  -0.5089
H3 -1.206 0.510 2.041  0.3060
C3 -0.066 -1.098 -1.092  -0.3566
N1 1.650 -0.106 0.692  0.3564
H4 2.857 -0.724 -0.536  0.3501
H5 0.273 -1.468 -2.100  0.3528
N2 2.679 0.089 0.128  -0.4135
H6 -0.731 1.940 -0.253  0.3939
H7 -0.016 -1.817 -0.315  0.3935
H8 -2.007 0.751 -0.232  0.3936
N3 -0.544 0.080 -1.136  0.0058
N4 -0.563 0.443 1.249  -0.0680

DFT (ωB97M-V with the def2-TZVPD basis set) results for H3NOP2 in the gas phase.

As for the SMILES: O=N[PH]#[PH2]. The calculation puts the energy above the lowest of the compared OMol25 structures with the same formula, charge and spin at 49.51 kJ/mol. Its HOMO energy (spin up / spin down) is -8.75 / -8.75 eV.

Each line ends with the Mulliken charge.
Atoms and positions in Å:
H1 0.453 1.795 1.135  0.0798
H2 -2.182 -0.128 -0.861  0.0828
P1 -0.011 1.111 -0.028  0.0042
O1 1.706 -1.091 -0.162  -0.2663
N1 1.745 0.057 0.159  0.0920
H3 -0.280 -1.190 -0.466  0.1311
P2 -1.430 -0.553 0.223  -0.1237

Max |F|, record by record: 0.6; 1.7; 5.0; 1.8 eV/A